The following is a quantum chemistry calculation of a single C5H7NO molecule, from the OMol25 dataset.

```
14
C5H7NO, DFT ωB97M-V/def2-TZVPD
H -0.520 1.935 2.549
N -0.173 1.947 1.595
C -0.053 0.833 1.007
O -0.301 -0.445 1.447
C 0.095 -1.439 0.436
C 0.530 -0.660 -0.790
C -0.555 0.178 -1.379
C 0.409 0.776 -0.396
H -0.800 -2.047 0.290
H 0.904 -2.111 0.764
H 1.385 -0.981 -1.380
H -1.566 -0.044 -1.043
H -0.470 0.519 -2.403
H 1.113 1.538 -0.695
```

## Properties
- spin multiplicity = 1
- gap between HOMO and LUMO (eV) = 10.8
- SMILES string = [H]/N=C1\OC[C@H]2C[C@@H]12
- charge = 0
- HOMO energy (eV) = -9.75
- total energy (hartree) = -324.6770